No. 1
14
Properties=species:S:1:pos:R:3:mulliken_charge:R:1 method="wB97M-V/def2-TZVPD" fmax_ev_per_a=4.1 gap_ev=7.4 de_lowest_kj_mol=257.9 charge=-1 e_homo_ev=-2.839 energy_ha=-270.087509
C -0.071 2.534 -0.930 -0.715
O -0.407 1.236 -0.610 -0.656
H 0.002 2.526 -1.991 0.196
H 0.887 2.724 -0.571 0.270
H -0.745 3.227 -0.488 0.228
C -0.204 -1.138 1.109 -0.554
O 0.191 0.158 1.337 -0.746
C 0.304 -2.016 -0.118 -0.818
H -1.248 -1.430 1.254 0.243
H 0.166 -1.749 2.011 0.324
H -0.406 0.450 0.203 0.465
H 0.845 -1.403 -0.921 0.213
H -0.517 -2.536 -0.586 0.303
H 1.203 -2.582 0.301 0.247



No. 2
21
Properties=species:S:1:pos:R:3:mulliken_charge:R:1 method="wB97M-V/def2-TZVPD" fmax_ev_per_a=3.8 gap_ev=9.6 de_lowest_kj_mol=154.0 smiles="N#CC(N)=C(F)F.c1ccccc1" e_homo_ev=-8.957 energy_ha=-656.911780
C 2.769 1.635 -0.097 0.035
C -1.133 -0.912 1.425 -0.508
C -1.329 -1.509 0.095 -0.019
C -1.387 0.463 1.570 -0.289
C -1.812 -0.717 -0.917 -0.649
C -1.849 1.266 0.495 -0.457
C -2.137 0.609 -0.730 -0.453
C 2.616 -0.824 0.118 0.589
C 2.115 0.353 -0.352 0.291
N 3.392 2.589 0.116 -0.408
N 1.116 0.367 -1.315 -0.554
F 3.718 -0.991 0.898 -0.253
F 2.260 -1.966 -0.332 -0.219
H -0.776 -1.570 2.249 0.392
H -1.302 -2.601 -0.134 0.315
H -1.359 0.876 2.597 0.330
H -1.707 -0.982 -1.879 0.507
H -1.882 2.334 0.451 0.423
H -2.481 1.148 -1.548 0.396
H 0.371 0.948 -1.136 0.219
H 0.796 -0.514 -1.572 0.311



No. 3
9
Properties=species:S:1:pos:R:3:mulliken_charge:R:1 method="wB97M-V/def2-TZVPD" fmax_ev_per_a=5.3 gap_ev=8.8 de_lowest_kj_mol=609.4 e_homo_ev=-8.516 energy_ha=-623.227085
C -0.849 -1.141 -0.298 0.185
H 0.548 0.600 1.148 0.421
H 0.479 -2.451 1.133 0.273
H -1.697 -1.876 -0.463 0.301
H -0.781 2.368 -0.927 0.219
N 0.078 -1.462 0.766 -0.259
N -1.071 0.083 -0.759 -0.375
O 1.324 -0.582 0.891 -0.570
S 0.181 1.407 -0.393 -0.194